Formula: C3H6ClN
Source: the OMol25 dataset
Level of theory: the ωB97M-V functional and the def2-TZVPD basis

Output
Net charge   0
Electronic energy   -17214.074 eV
Energy relative to the best compared isomer or geometry (same formula, charge and spin)   580.6 kJ/mol
Highest occupied orbital energy (spin up / spin down)   -8.92 / -8.88 eV
Kohn-Sham gap (spin up / spin down)   7.26 / 8.99 eV
LUMO (spin up / spin down)   -1.656 / 0.107 eV
2S+1   1

CARTESIAN COORDINATES (ANGSTROEM)
C1 -0.34663 0.39065 2.70229
C2 -0.93221 0.73753 1.41008
C3 0.46676 0.45768 -1.85674
N1 0.24633 1.12909 1.61594
Cl1 0.27187 3.13657 1.99308
H1 -0.65459 1.07066 3.53781
H2 -0.02950 -0.52281 2.98610
H3 -1.74220 1.07435 0.77881
H4 0.58114 1.46096 -2.35865
H5 1.14426 -0.21933 -2.19078
H6 -0.28982 0.35807 -1.17875

Table of Mulliken atomic charges, one value per atom, all in e: C -0.256; C -0.069; C -0.762; N -0.238; Cl -0.225; H 0.174; H 0.274; H 0.338; H 0.222; H 0.299; H 0.243